[1]
{"formula": "C29H24BaF2N5Se3Te", "method": "wB97M-V/def2-TZVPD", "elements": ["Ba", "C", "N", "C", "C", "C", "C", "C", "C", "N", "C", "C", "C", "C", "C", "C", "N", "C", "C", "C", "C", "C", "N", "H", "H", "H", "H", "H", "H", "H", "H", "H", "H", "H", "H", "H", "H", "H", "H", "H", "H", "F", "C", "C", "C", "C", "C", "F", "C", "C", "C", "C", "C", "C", "N", "H", "H", "H", "H", "H", "H", "Se", "Se", "Te", "Se"], "coordinates": [[-0.169186, 1.020329, -0.456990], [0.916928, -1.070956, 2.292654], [-0.105415, -0.030074, 2.122373], [0.230611, 1.112596, 2.990460], [-0.630822, 2.335302, 2.754695], [-1.343015, 2.918915, 3.783730], [-2.089241, 4.058416, 3.515926], [-2.093136, 4.571877, 2.236716], [-1.346169, 3.928449, 1.259740], [-0.624636, 2.836223, 1.511505], [-1.453147, -0.511520, 2.453173], [-2.028717, -1.496912, 1.467853], [-2.896224, -2.490034, 1.901874], [-3.464720, -3.339838, 0.971007], [-3.140995, -3.181111, -0.366479], [-2.274968, -2.157488, -0.709071], [-1.736472, -1.323270, 0.176970], [0.905885, -2.139578, 1.222517], [0.665327, -3.473345, 1.517843], [0.689459, -4.400865, 0.487805], [0.969365, -3.968632, -0.796937], [1.200706, -2.615294, -0.997471], [1.165222, -1.721556, -0.017586], [0.829142, -1.534396, 3.287674], [1.893572, -0.584746, 2.230855], [1.270421, 1.383681, 2.788114], [0.163087, 0.825379, 4.050839], [-1.343957, 2.468702, 4.767518], [-2.687959, 4.512322, 4.294569], [-2.692435, 5.430606, 1.971533], [-1.331634, 4.282217, 0.234220], [-2.149499, 0.340020, 2.481531], [-1.463615, -0.954852, 3.461900], [-3.133015, -2.573079, 2.954136], [-4.156823, -4.111259, 1.284045], [-3.561824, -3.819132, -1.131204], [-2.013218, -1.985208, -1.748370], [0.441814, -3.772524, 2.533816], [0.488727, -5.445949, 0.687600], [0.998522, -4.657765, -1.629881], [1.415612, -2.224567, -1.986937], [5.688642, 2.268149, 0.386530], [4.764445, 1.809324, -0.499624], [3.436956, 1.731227, -0.136896], [2.456745, 1.271624, -1.023324], [2.888528, 0.891365, -2.321881], [4.245099, 0.981365, -2.632709], [4.737157, 0.599061, -3.851315], [5.205301, 1.433036, -1.750437], [1.859244, 0.452464, -3.317066], [2.112304, 0.206119, -4.673691], [1.074664, -0.150210, -5.516023], [-0.214674, -0.257309, -5.022157], [-0.391845, 0.000548, -3.676823], [0.601352, 0.323675, -2.851661], [3.180884, 2.053348, 0.871923], [6.245355, 1.483944, -2.036450], [3.105530, 0.307960, -5.072577], [1.278103, -0.327633, -6.565298], [-1.057991, -0.501534, -5.652190], [-1.388591, -0.025759, -3.243715], [-4.599776, 1.415796, 2.243880], [-3.772252, 1.101919, 0.088156], [-3.953387, 3.316354, -1.150245], [-1.815328, 3.174063, -2.450648]], "atomic_forces_ev_per_a": [[-1.2, 0.3, -0.1], [0.0, 0.0, 0.0], [0.0, -0.2, 0.5], [-0.1, 0.0, 0.0], [0.1, 0.0, 0.0], [0.0, 0.0, 0.0], [0.0, 0.0, 0.0], [0.0, 0.0, 0.0], [0.0, -0.1, 0.0], [0.0, 0.3, 0.5], [0.1, 0.0, 0.0], [0.0, 0.1, 0.0], [0.0, 0.0, 0.0], [0.0, 0.0, 0.0], [0.0, 0.0, 0.0], [0.0, 0.0, 0.0], [0.0, -0.4, 0.1], [0.0, 0.0, 0.0], [0.0, 0.0, 0.0], [0.0, 0.0, 0.0], [0.0, 0.0, 0.0], [0.0, 0.0, 0.0], [0.0, 0.1, 0.1], [0.0, 0.0, 0.0], [0.0, 0.0, 0.0], [0.0, 0.0, 0.0], [0.0, 0.0, 0.0], [0.0, 0.0, 0.0], [0.0, 0.0, 0.0], [0.0, 0.0, 0.0], [0.0, 0.0, 0.0], [0.0, 0.0, 0.0], [0.0, 0.0, 0.0], [0.0, 0.0, 0.0], [0.0, 0.0, 0.0], [0.0, 0.0, 0.0], [0.0, 0.0, 0.0], [0.0, 0.0, 0.0], [0.0, 0.0, 0.0], [0.0, 0.0, 0.0], [0.0, 0.0, 0.0], [0.0, 0.0, 0.0], [0.0, 0.0, 0.0], [0.0, 0.0, 0.0], [0.6, 0.1, -0.3], [0.0, 0.0, 0.0], [0.0, -0.1, 0.0], [0.0, 0.0, 0.0], [0.0, 0.0, 0.0], [0.0, 0.0, 0.0], [0.0, 0.0, 0.0], [0.0, 0.0, 0.0], [0.0, 0.0, 0.0], [0.1, 0.0, 0.0], [0.4, -0.2, -0.8], [0.0, 0.0, 0.0], [0.0, 0.0, 0.0], [0.0, 0.0, 0.0], [0.0, 0.0, 0.0], [0.0, 0.0, 0.0], [0.0, 0.0, 0.0], [0.0, 0.0, 0.1], [-0.1, -0.1, -0.1], [0.0, 0.1, -0.1], [0.0, 0.0, 0.0]], "charge": -1, "fmax_ha_per_bohr": 0.024, "e_above_lowest_kcal_mol": 0.0, "spin_multiplicity": 1, "e_tot_ha": -9090.994803, "orbital_gap_ev": 5.0}

[2]
{"formula": "C21H23N5", "method": "wB97M-V/def2-TZVPD", "elements": ["N", "C", "N", "N", "C", "C", "C", "C", "C", "C", "C", "C", "C", "C", "C", "C", "N", "N", "C", "C", "C", "C", "C", "C", "C", "C", "H", "H", "H", "H", "H", "H", "H", "H", "H", "H", "H", "H", "H", "H", "H", "H", "H", "H", "H", "H", "H", "H", "H"], "coordinates": [[-5.157388, 1.662283, -1.565320], [-4.444627, 1.175659, -0.808051], [0.634256, 0.910026, 2.392928], [0.789944, -1.214476, -4.199102], [-0.186799, 0.774106, 3.438572], [0.272402, 0.710862, 4.842618], [-0.699816, 0.397554, 5.750099], [-2.142510, 0.317455, 5.224209], [-2.518897, 0.759465, 3.969269], [-1.559301, 1.110211, 1.686734], [-0.237413, 1.068902, 1.258440], [0.788161, -2.380558, -4.877170], [0.947836, -1.310025, -2.851138], [1.293222, -3.545999, -4.302777], [1.529993, -3.630841, -2.953091], [1.387767, -2.476749, -2.165803], [-1.516356, 0.716334, 3.032994], [0.172624, 0.181693, -0.919031], [1.687870, -2.609772, -0.722620], [-3.455404, 0.650779, 0.155120], [-2.699283, 1.733587, 0.937623], [2.475689, 1.975848, -1.368025], [2.385935, 0.536460, -2.051767], [1.700385, 2.010236, -0.039857], [0.911161, 0.108564, -2.242545], [0.252649, 1.386771, -0.186773], [1.346100, 0.901434, 5.065025], [-0.393476, 0.078808, 6.722760], [-2.933231, 0.142375, 5.920014], [-3.558181, 0.504482, 3.823441], [0.593003, -2.359879, -5.917479], [1.472753, -4.430863, -4.895657], [1.799544, -4.605623, -2.439286], [0.215887, -0.591032, -0.326103], [1.815553, -3.650180, -0.517549], [1.031789, -2.205017, 0.027673], [2.652383, -2.258421, -0.647645], [-2.861209, 0.110140, -0.564677], [-3.828795, -0.050100, 0.792601], [-2.364459, 2.434431, 0.109604], [-3.341166, 2.200226, 1.661411], [2.029323, 2.690384, -2.044141], [3.578170, 2.278248, -1.210016], [2.977602, -0.176114, -1.474144], [2.864220, 0.572048, -2.983843], [1.838030, 3.064344, 0.365089], [2.270866, 1.405363, 0.660586], [0.531050, 0.764583, -2.956681], [-0.347854, 2.161987, -0.606518]], "atomic_forces_ev_per_a": [[0.0, -0.1, -0.1], [-0.4, 0.4, 0.9], [-1.9, 0.1, -1.2], [-1.2, -1.8, 0.8], [2.2, -0.1, -0.6], [-1.4, -0.4, -1.1], [-1.4, -0.3, -2.4], [2.2, 1.8, 0.7], [0.8, -3.2, 2.8], [2.1, -0.2, -0.7], [0.2, 1.0, 1.4], [1.9, 0.5, 1.4], [0.8, 1.2, -0.4], [-0.6, -0.6, -0.5], [0.2, 0.0, 1.2], [-1.7, -0.1, -1.5], [-0.4, 2.6, -0.6], [-0.2, 0.5, -3.1], [-0.9, -0.7, -0.3], [0.1, 1.7, -2.4], [0.5, -1.0, -1.4], [0.9, -1.2, -0.1], [-0.3, 1.5, 1.8], [1.1, 0.2, -0.3], [1.7, -2.1, 3.3], [1.8, 0.9, 3.1], [-1.1, -0.4, -0.3], [-0.4, 0.2, 0.7], [-0.2, -0.2, 0.4], [-0.1, 0.8, -1.2], [-0.3, 0.2, -0.9], [-0.3, 0.0, -0.3], [-0.1, 1.3, -0.9], [0.4, -1.3, 0.5], [-0.2, -0.9, 0.3], [-0.2, 0.3, 0.0], [2.2, 1.3, 0.9], [1.2, -0.2, 0.3], [-1.5, -2.0, 1.7], [0.0, -0.4, 1.6], [-0.5, 0.6, 0.0], [0.0, 0.3, -0.4], [-1.7, -0.5, -0.2], [-0.3, -0.1, 0.3], [0.6, 0.2, -1.6], [-1.1, -1.1, -0.3], [-0.1, -0.3, 0.2], [-1.3, 1.0, -1.0], [-0.9, 0.6, -0.5]], "charge": 0, "fmax_ha_per_bohr": 0.085, "e_above_lowest_kcal_mol": 78.5, "smiles": "Cc1cccnc1[C@@H]1CCC[C@H](c2nc3ccccn3c2CCC#N)N1", "spin_multiplicity": 1, "e_tot_ha": -1087.703272, "orbital_gap_ev": 8.6}

[3]
{"formula": "C6H11O6S", "method": "wB97M-V/def2-TZVPD", "elements": ["C", "C", "C", "C", "C", "C", "O", "O", "O", "O", "O", "O", "S", "H", "H", "H", "H", "H", "H", "H", "H", "H", "H", "H"], "coordinates": [[-3.004326, -1.027138, -0.946150], [0.687315, -0.975601, -1.463502], [1.135503, 1.311446, -0.322917], [-0.428839, -0.057324, 1.748870], [0.104204, 0.236542, -0.768714], [-0.895615, 0.001556, 0.275588], [-3.075396, 0.250760, -1.167270], [-3.115446, -2.008273, -1.706325], [-3.107767, 0.886518, 1.192215], [-2.086299, 2.430323, -0.366367], [0.648056, 2.525943, 0.181633], [-1.437832, -0.785420, 2.455942], [-2.166530, 1.065194, 0.097246], [-2.817440, -1.399276, 0.039716], [1.335115, -1.489206, -0.798256], [-0.160073, -1.418480, -1.937187], [1.317747, -0.693934, -2.295638], [1.825125, 0.964106, 0.432222], [1.998894, 1.587957, -1.066250], [0.503569, -0.470843, 2.034859], [-0.373007, 1.053237, 2.096536], [-0.503756, 0.877318, -1.634056], [-0.243264, 2.631301, -0.287278], [-2.235192, -0.345548, 2.066219]], "atomic_forces_ev_per_a": [[-0.2, -5.1, -0.3], [0.1, 1.7, -0.5], [3.2, 0.2, -1.0], [-2.4, 2.1, 0.2], [-0.1, 3.8, -3.0], [0.7, 0.6, 0.8], [0.7, 1.4, -1.1], [-0.3, 2.9, -0.4], [0.2, 0.3, 0.4], [0.1, -0.1, -1.0], [-2.3, 0.0, -1.2], [-0.1, 0.7, 0.0], [-1.4, -1.2, 1.4], [-0.1, 0.9, 1.2], [0.0, -1.3, 0.7], [-0.3, -1.4, 0.2], [0.4, 0.5, -0.3], [-0.2, -0.8, 0.9], [-1.8, -0.7, 0.0], [1.1, -0.7, -0.6], [0.0, -1.7, 0.1], [1.5, -1.7, 1.5], [1.4, 0.4, 1.1], [0.2, -0.7, 0.9]], "charge": -1, "fmax_ha_per_bohr": 0.100, "smiles": "C[C@H](CO)C(CO)=[S@@](=O)([O-])OC=O", "spin_multiplicity": 1, "e_tot_ha": -1084.797312, "orbital_gap_ev": 7.7}

[4]
{"formula": "C6H9N", "method": "wB97M-V/def2-TZVPD", "elements": ["C", "C", "C", "C", "C", "C", "N", "H", "H", "H", "H", "H", "H", "H", "H", "H"], "coordinates": [[-1.103192, -1.253056, -0.176842], [-0.459096, -0.524770, -1.327650], [0.212408, 1.290817, 1.789667], [1.491497, 0.976608, 1.965550], [0.795254, -0.069792, -1.353139], [-1.263713, -0.425397, -2.523076], [-1.913894, -0.420390, -3.481593], [-1.228332, -2.307714, -0.443347], [-2.098578, -0.849954, 0.040495], [-0.487295, -1.182172, 0.722936], [-0.564539, 0.911730, 2.449430], [-0.114239, 1.935450, 0.976421], [2.271510, 1.377074, 1.320913], [1.815203, 0.313657, 2.763909], [1.201659, 0.423855, -2.230391], [1.445347, -0.195947, -0.493280]], "atomic_forces_ev_per_a": [[0.0, 0.0, 0.0], [0.2, 0.0, 0.0], [0.2, 0.0, 0.1], [-0.2, 0.1, 0.0], [-0.1, -0.1, 0.0], [-0.5, 0.0, -0.9], [0.6, 0.1, 0.9], [0.0, 0.1, 0.1], [0.2, 0.0, -0.1], [-0.1, 0.0, -0.2], [0.1, 0.0, -0.1], [0.1, -0.1, 0.1], [-0.1, -0.1, 0.1], [-0.1, 0.1, -0.1], [-0.1, -0.1, 0.1], [-0.2, 0.1, -0.1]], "charge": 0, "fmax_ha_per_bohr": 0.021, "e_above_lowest_kcal_mol": 46.5, "smiles": "C=C(C)C#N.C=C", "spin_multiplicity": 1, "e_tot_ha": -288.707940, "orbital_gap_ev": 10.8}